#i
Molecular formula: C5H7N
Method: DFT, ωB97M-V with the def2-TZVPD basis set

Bonds (Å) are listed after each position.
CARTESIAN COORDINATES (ANGSTROEM)
1 H -1.537 1.098 2.257  C9 1.018
2 C 0.214 -0.474 -0.679  N3 1.188, C7 1.425
3 N -0.967 -0.503 -0.563  C2 1.188, C8 1.366
4 H 0.720 -0.992 -2.425  C7 1.054
5 H 0.655 0.412 0.479  C6 1.152
6 C 0.257 0.965 1.408  H5 1.152, C9 1.298, H13 1.130
7 C 1.255 -0.968 -1.518  C2 1.425, H4 1.054, H10 1.154, H12 1.091
8 C -1.738 0.071 0.409  N3 1.366, C9 1.444, H11 1.044
9 C -1.035 0.839 1.410  H1 1.018, C6 1.298, C8 1.444
10 H 2.079 -0.168 -1.638  C7 1.154
11 H -2.771 -0.052 0.502  C8 1.044
12 H 1.792 -1.906 -1.368  C7 1.091
13 H 1.076 1.677 1.725  C6 1.130

The value obtained for the HOMO energy is -6.81 eV.

---

#ii
Molecular formula: C5H7N
Method: DFT, ωB97M-V with the def2-TZVPD basis set

Bonds (Å) are listed after each position.
CARTESIAN COORDINATES (ANGSTROEM)
1 H 1.642 -1.010 -1.621  N9 1.117
2 C 0.084 1.330 0.321  H5 1.051, C11 1.418, C13 1.517
3 H 1.022 -1.829 0.522  C7 1.123
4 H -1.703 -0.945 -0.673  C10 1.128
5 H 0.196 2.250 0.815  C2 1.051
6 H -1.485 -1.454 0.949  C10 1.114
7 C 0.375 -1.002 0.125  H3 1.123, N9 1.517, C10 1.577, C13 1.530
8 H -2.195 1.364 1.077  C11 1.189
9 N 0.703 -0.512 -1.274  H1 1.117, C7 1.517, C13 1.519
10 C -1.154 -0.641 0.264  H4 1.128, H6 1.114, C7 1.577, C11 1.543
11 C -1.215 0.856 0.634  C2 1.418, H8 1.189, C10 1.543
12 H 2.238 0.090 0.224  C13 1.162
13 C 1.136 0.310 -0.073  C2 1.517, C7 1.530, N9 1.519, H12 1.162

Its structure (SMILES) is C1=C[C@@H]2N[C@@H]2C1. The value obtained for the HOMO energy is -8.72 eV.

---

#iii
Molecular formula: C5H7N
Method: DFT, ωB97M-V with the def2-TZVPD basis set

Bonds (Å) are listed after each position.
CARTESIAN COORDINATES (ANGSTROEM)
1 H -1.228 -1.527 0.470  C8 1.170
2 N -0.519 0.837 0.529  H3 1.009, C9 1.376, C13 1.374
3 H -1.003 1.094 1.377  N2 1.009
4 C 0.621 1.031 -1.365  C6 1.423, H7 1.079, C9 1.368
5 H 0.294 -2.483 0.875  C8 1.096
6 C 0.708 -0.319 -0.924  C4 1.423, H12 1.085, C13 1.371
7 H 1.058 1.442 -2.262  C4 1.079
8 C -0.248 -1.561 1.109  H1 1.170, H5 1.096, H10 1.104, C13 1.471
9 C -0.125 1.722 -0.449  N2 1.376, C4 1.368, H11 1.079
10 H -0.374 -1.453 2.201  C8 1.104
11 H -0.431 2.756 -0.418  C9 1.079
12 H 1.182 -1.155 -1.428  C6 1.085
13 C 0.064 -0.383 0.284  N2 1.374, C6 1.371, C8 1.471

Its structure (SMILES) is Cc1ccc[nH]1. The value obtained for the HOMO energy is -7.65 eV.

---

What should be chosen as the least stable of them? Choose #i.

---

#i
Molecular formula: C5H7N
Method: DFT, ωB97M-V with the def2-TZVPD basis set

Bonds (Å) are listed after each position.
CARTESIAN COORDINATES (ANGSTROEM)
1 H 3.453 -1.071 0.424  C11 1.072
2 H 0.071 1.565 0.948  N7 1.019
3 H -1.853 0.543 -0.906  C9 1.100
4 H -1.895 -0.385 1.546  C12 1.086
5 H -1.576 -1.602 0.290  C12 1.097
6 C 1.574 -0.007 -0.321  C10 1.458, C11 1.213
7 N -0.330 1.644 0.015  H2 1.019, C9 1.445, C10 1.473
8 H 0.015 0.458 -1.796  C10 1.062
9 C -1.015 0.391 -0.210  H3 1.100, N7 1.445, C10 1.506, C12 1.485
10 C 0.351 0.624 -0.802  C6 1.458, N7 1.473, H8 1.062, C9 1.506
11 C 2.571 -0.563 0.087  H1 1.072, C6 1.213
12 C -1.191 -0.700 0.782  H4 1.086, H5 1.097, C9 1.485, H13 1.093
13 H -0.219 -0.946 1.218  C12 1.093

Its structure (SMILES) is C#C[C@@H]1N[C@@H]1C. The value obtained for the HOMO energy is -8.89 eV.

---

#ii
Molecular formula: C5H7N
Method: DFT, ωB97M-V with the def2-TZVPD basis set

Bonds (Å) are listed after each position.
CARTESIAN COORDINATES (ANGSTROEM)
1 C -3.171 -0.213 0.011  H3 1.104, N11 1.228, H13 1.121
2 H -0.716 -1.562 -0.429  C5 1.141
3 H -3.217 -1.311 -0.092  C1 1.104
4 H 2.526 -0.859 -0.898  C9 1.083
5 C -0.408 -0.531 -0.052  H2 1.141, C7 1.284
6 H 2.110 1.674 0.942  C8 1.091
7 C 0.770 -0.026 0.016  C5 1.284, C8 1.503, C9 1.488
8 C 1.756 1.107 0.079  H6 1.091, C7 1.503, C9 1.534, H12 1.139
9 C 2.221 -0.352 0.009  H4 1.083, C7 1.488, C8 1.534, H10 1.169
10 H 2.646 -0.555 1.079  C9 1.169
11 N -2.287 0.615 0.217  C1 1.228
12 H 1.956 1.754 -0.837  C8 1.139
13 H -4.186 0.259 -0.044  C1 1.121

The value obtained for the HOMO energy (spin up / spin down) is -8.33 / -8.33 eV.

---

#iii
Molecular formula: C5H7N
Method: DFT, ωB97M-V with the def2-TZVPD basis set

Bonds (Å) are listed after each position.
CARTESIAN COORDINATES (ANGSTROEM)
1 C -1.392 0.782 0.115  H3 1.087, N5 1.481, C8 1.461, H12 1.087
2 H -0.100 1.101 1.949  C8 1.086
3 H -1.875 -0.061 -0.372  C1 1.087
4 C 0.655 -0.590 0.610  C8 1.532, C10 1.514, C11 1.505, H13 1.083
5 N -0.052 1.294 -0.253  C1 1.481, C8 1.483, C11 1.507
6 H 1.158 -1.888 -1.045  C10 1.089
7 H 1.884 0.571 -1.010  C11 1.085
8 C -0.266 0.563 1.020  C1 1.461, H2 1.086, C4 1.532, N5 1.483
9 H -0.575 -1.365 -1.206  C10 1.087
10 C 0.399 -1.157 -0.770  C4 1.514, H6 1.089, H9 1.087, C11 1.481
11 C 0.932 0.217 -0.630  C4 1.505, N5 1.507, H7 1.085, C10 1.481
12 H -2.061 1.607 0.344  C1 1.087
13 H 1.334 -1.076 1.300  C4 1.083

Its structure (SMILES) is C1[C@H]2[C@@H]1N1C[C@@H]21. The value obtained for the HOMO energy is -8.77 eV.

---

#iv
Molecular formula: C5H7N
Method: DFT, ωB97M-V with the def2-TZVPD basis set

Bonds (Å) are listed after each position.
CARTESIAN COORDINATES (ANGSTROEM)
1 C 0.769 0.702 -0.627  H2 1.081, N8 1.348, C12 1.497
2 H 1.508 0.855 -1.400  C1 1.081
3 H -0.848 0.592 2.310  C5 1.076
4 C -0.365 -1.200 -1.448  N8 1.346, H10 1.078, H13 1.079
5 C -0.473 0.468 1.309  H3 1.076, C7 1.324, C12 1.524
6 H 1.450 1.585 1.301  C12 1.093
7 C -1.208 0.082 0.278  C5 1.324, N8 1.417, H9 1.081
8 N -0.365 0.010 -0.858  C1 1.348, C4 1.346, C7 1.417
9 H -2.240 -0.215 0.149  C7 1.081
10 H 0.501 -1.800 -1.223  C4 1.078
11 H 1.605 -0.160 1.126  C12 1.118
12 C 0.962 0.714 0.857  C1 1.497, C5 1.524, H6 1.093, H11 1.118
13 H -1.297 -1.635 -1.776  C4 1.079

The value obtained for the HOMO energy (spin up / spin down) is -6.91 / -7.31 eV.

---

What should be chosen as the least stable of them? Choose #ii.

---

#i
Molecular formula: C5H7N
Method: DFT, ωB97M-V with the def2-TZVPD basis set

Bonds (Å) are listed after each position.
CARTESIAN COORDINATES (ANGSTROEM)
1 H -1.902 -1.322 0.132  C13 1.101
2 C 1.469 -0.168 0.560  C5 1.551, N7 1.446, H9 1.087, H10 1.093
3 C -1.115 0.812 0.137  C4 1.482, H8 1.094, H12 1.097, C13 1.477
4 C -0.139 0.676 -0.970  C3 1.482, H6 1.101, N7 1.452, C13 1.863
5 C 0.380 -1.154 0.061  C2 1.551, N7 1.427, H11 1.090, C13 1.509
6 H 0.075 1.501 -1.667  C4 1.101
7 N 1.002 -0.207 -0.808  C2 1.446, C4 1.452, C5 1.427
8 H -0.913 1.295 1.097  C3 1.094
9 H 1.120 0.644 1.193  C2 1.087
10 H 2.528 -0.414 0.678  C2 1.093
11 H 0.579 -2.214 -0.090  C5 1.090
12 H -2.043 1.204 -0.297  C3 1.097
13 C -1.041 -0.654 -0.026  H1 1.101, C3 1.477, C4 1.863, C5 1.509

Its structure (SMILES) is C1[C@H]2[C@@H]1N1C[C@@H]21. The value obtained for the HOMO energy is -7.93 eV.

---

#ii
Molecular formula: C5H7N
Method: DFT, ωB97M-V with the def2-TZVPD basis set

Bonds (Å) are listed after each position.
CARTESIAN COORDINATES (ANGSTROEM)
1 H -1.710 2.309 -0.324  C12 1.107
2 N 2.834 0.530 0.358  C6 1.139
3 H 0.317 -0.483 -1.450  C10 1.109
4 H 0.094 -1.187 1.462  C7 1.126
5 H -1.826 0.623 -0.977  C12 1.020
6 C 1.975 -0.064 -0.096  N2 1.139, C10 1.461
7 C -0.339 -0.813 0.493  H4 1.126, C10 1.494, H11 1.051, C13 1.504
8 H -0.206 1.183 1.463  C13 1.076
9 H 1.227 -1.778 -0.825  C10 1.119
10 C 0.781 -0.806 -0.496  H3 1.109, C6 1.461, C7 1.494, H9 1.119
11 H -1.069 -1.403 0.020  C7 1.051
12 C -1.407 1.244 -0.284  H1 1.107, H5 1.020, C13 1.336
13 C -0.672 0.645 0.656  C7 1.504, H8 1.076, C12 1.336

Its structure (SMILES) is C=CCCC#N. The value obtained for the HOMO energy is -10.10 eV.

---

#iii
Molecular formula: C5H7N
Method: DFT, ωB97M-V with the def2-TZVPD basis set

Bonds (Å) are listed after each position.
CARTESIAN COORDINATES (ANGSTROEM)
1 C -2.448 0.788 0.094  C11 1.215, H12 1.069
2 C 2.002 0.030 -0.213  C3 1.556, H4 1.098, H5 1.093, H10 1.092
3 C 0.481 -0.182 0.036  C2 1.556, C7 1.406, N8 1.282
4 H 2.403 1.045 -0.096  C2 1.098
5 H 2.204 -0.273 -1.243  C2 1.093
6 H 0.552 -2.077 -0.215  N8 1.017
7 C -0.024 1.128 0.116  C3 1.406, H13 1.103
8 N -0.097 -1.325 0.000  C3 1.282, H6 1.017
9 H -2.459 -1.480 -0.150  C11 1.067
10 H 2.543 -0.630 0.469  C2 1.092
11 C -2.478 -0.420 -0.031  C1 1.215, H9 1.067
12 H -2.837 1.782 0.145  C1 1.069
13 H 0.160 1.615 1.089  C7 1.103

The value obtained for the HOMO energy is -8.47 eV.

---

What should be chosen as the least stable of them? Choose #iii.